Record 1
C4HBrO2 | the ωB97M-V functional and the def2-TZVPD basis

Structure (XYZ):
```
8
Properties=species:S:1:pos:R:3:lowdin_charge:R:1
C -0.14537 0.24334 0.02861 0.07
C -0.16779 1.42413 1.11011 -0.65
C -0.79921 1.12853 -0.91208 -0.36
C -0.65299 2.34205 0.06301 -0.36
O -1.34769 1.01566 -1.96820 0.21
O -0.75899 3.52303 -0.04248 0.20
Br 0.04369 1.40233 2.91811 0.80
H 0.28032 -0.73481 0.06555 0.09
```

Its multiplicity is 3. For the HOMO energy (spin up / spin down), the calculation gives -7.67 / -9.71 eV. Its orbital gap (spin up / spin down) is 7.61 / 6.09 eV. The calculation puts the relative energy (zero: lowest compared OMol25 entry of this formula, charge and spin) at 5.7 kcal/mol. As for the LUMO energy (spin up / spin down): -0.06 / -3.62 eV.

Record 2
C16H7AsCdCl5N3S5 | the ωB97M-V functional and the def2-TZVPD basis

Structure (XYZ):
```
38
Properties=species:S:1:pos:R:3:lowdin_charge:R:1
Cd 1.67160 -2.06059 -0.42769 0.96
N 0.37837 0.57970 1.14177 0.16
C 0.02122 1.72892 0.48642 -0.20
C 0.76840 2.70635 -0.16463 -0.03
C 0.06184 3.72564 -0.77359 -0.12
C -1.34211 3.77155 -0.73790 -0.12
C -2.07729 2.80072 -0.08437 -0.04
C -1.38392 1.76445 0.54046 -0.24
N -1.86350 0.65114 1.20951 0.18
C -0.78265 -0.02037 1.52371 -0.30
C -0.72679 -1.33581 2.16066 -0.35
C -1.48421 -1.79385 3.18630 -0.35
S -0.97913 -3.38082 3.59426 0.98
C 0.20971 -3.32383 2.35809 -0.56
N 0.21387 -2.21802 1.68766 -0.05
H 1.32492 0.18584 1.26099 0.00
H 1.84796 2.64650 -0.21418 0.11
H 0.60106 4.49334 -1.31466 0.09
H -1.85542 4.57497 -1.25246 0.09
H -3.16005 2.81841 -0.07327 0.10
H -2.27074 -1.27721 3.70873 0.07
H 0.89773 -4.13410 2.15531 0.00
Cl -1.74554 -2.61512 -0.89511 0.65
C -1.13582 -1.19404 -1.70208 -0.73
C 0.23605 -0.98272 -1.73789 -0.31
C 0.64908 0.12046 -2.47799 -0.75
Cl 2.35561 0.43709 -2.60488 0.62
C -0.23144 0.98431 -3.12568 -0.72
Cl 0.34570 2.31029 -4.07379 0.64
C -1.60039 0.76337 -3.01282 -0.72
Cl -2.72011 1.83373 -3.78014 0.64
C -2.06041 -0.33561 -2.29533 -0.72
Cl -3.76073 -0.61389 -2.15959 0.64
S 3.19758 -2.99849 3.63949 -0.23
As 4.00274 -2.74434 1.68317 -0.58
S 2.88125 -4.08934 0.24561 -0.27
S 3.43368 -0.73067 0.85151 -0.22
S 6.08190 -3.04797 1.47436 -0.29
```

The net charge is -2. For the HOMO energy, the calculation gives -1.41 eV. Its orbital gap is 5.26 eV. The calculation puts the relative energy (zero: lowest compared OMol25 entry of this formula, charge and spin) at 0.0 kcal/mol. As for the LUMO energy: 3.85 eV.

Record 3
C30H22BrN2O4PPdS | the ωB97M-V functional and the def2-TZVPD basis

Structure (XYZ):
```
62
Properties=species:S:1:pos:R:3:lowdin_charge:R:1
Pd -0.30220 -0.21380 -0.44590 0.84
C 1.47430 6.82740 0.35910 -0.09
C 0.89750 6.25070 -0.76080 -0.08
C 0.74230 4.87830 -0.82610 -0.11
C 1.14730 4.06880 0.23050 -0.37
C 1.69000 4.65580 1.36640 -0.11
C 1.86480 6.02720 1.42010 -0.08
P 0.79330 2.27240 0.02980 1.05
C 1.82290 1.53100 1.35290 -0.38
C 1.33700 0.43970 2.07060 -0.12
C 2.15140 -0.21920 2.97360 -0.08
C 3.45420 0.20510 3.17510 -0.09
C 3.94600 1.28150 2.45760 -0.08
C 3.14500 1.92960 1.53460 -0.13
C -0.89340 2.26600 0.74220 -0.42
C -1.41180 3.08560 1.73800 -0.07
C -2.74740 2.94840 2.07000 -0.09
C -3.56090 2.04740 1.39750 -0.08
C -3.03540 1.20790 0.42310 -0.10
C -1.69050 1.30700 0.11060 -0.20
H 1.60940 7.89860 0.40980 0.10
H 0.56660 6.87060 -1.58170 0.10
H 0.29450 4.41970 -1.69880 0.10
H 1.97790 4.04610 2.21000 0.10
H 2.29930 6.47280 2.30330 0.10
H 0.30180 0.12720 1.94950 0.07
H 1.76110 -1.05600 3.53070 0.11
H 4.08280 -0.29760 3.89540 0.10
H 4.95710 1.61840 2.62940 0.10
H 3.54980 2.75720 0.96780 0.11
H -0.78190 3.80340 2.24540 0.10
H -3.16670 3.54800 2.86420 0.10
H -4.61260 1.98070 1.64630 0.10
H -3.68030 0.50120 -0.08530 0.09
O 6.09310 -1.23690 -0.22510 0.09
C 4.81110 -0.96600 -0.51000 -0.31
C 4.39720 0.15640 -1.23190 0.00
C 3.04890 0.33940 -1.47010 -0.16
N 2.10620 -0.51610 -1.07330 -0.04
C 2.51480 -1.58190 -0.39130 -0.71
Br 1.13870 -2.79780 0.11610 0.87
C 3.82830 -1.85420 -0.07090 -0.03
H 6.68270 -0.56670 -0.59560 0.12
H 5.11800 0.87450 -1.60080 0.12
H 2.70420 1.20880 -2.01640 0.10
H 4.09540 -2.72840 0.49490 0.12
O -4.02170 -1.19390 -2.25400 -0.30
S -3.23710 -2.28830 -1.75480 0.65
O -2.79540 -3.27190 -2.69890 -0.29
N -1.96010 -1.71460 -0.86100 -0.12
C -2.15030 -1.88940 0.43610 -0.61
O -1.37440 -1.39940 1.28490 -0.09
C -3.34730 -2.69140 0.77860 -0.14
C -3.76670 -3.09380 2.03850 0.01
C -4.93760 -3.83100 2.12790 -0.07
C -5.66840 -4.15420 0.99400 -0.06
C -5.24190 -3.75990 -0.26980 -0.03
C -4.07800 -3.03280 -0.34850 -0.19
H -3.19980 -2.83340 2.92010 0.12
H -5.28660 -4.15370 3.09740 0.11
H -6.58780 -4.70890 1.09160 0.11
H -5.80690 -4.01370 -1.15300 0.12
```

Its multiplicity is 3. For the HOMO energy (spin up / spin down), the calculation gives -7.62 / -8.41 eV. Its orbital gap (spin up / spin down) is 7.82 / 7.05 eV. The calculation puts the relative energy (zero: lowest compared OMol25 entry of this formula, charge and spin) at 32.6 kcal/mol. As for the LUMO energy (spin up / spin down): 0.20 / -1.36 eV.

Record 4
C53H117N7O7 | the ωB97M-V functional and the def2-TZVPD basis

Structure (XYZ):
```
184
Properties=species:S:1:pos:R:3:lowdin_charge:R:1
C -2.34097 -4.95969 -3.18935 -0.05
C -2.08374 -4.30411 -4.53723 -0.53
C -3.41016 -4.08044 -5.23577 -0.04
C -1.41098 -2.97482 -4.18716 -0.13
C -0.75264 -2.33187 -5.41205 -0.19
C 0.30151 -3.27496 -5.94548 -0.15
C -0.31591 -4.63504 -6.37335 -0.52
C -1.19704 -4.36392 -7.61986 -0.01
C 0.80845 -5.59196 -6.70380 -0.04
N -1.05296 -5.11602 -5.19835 -0.08
O -1.64546 -6.37778 -5.56943 -0.02
H -2.85998 -5.92090 -3.33877 0.08
H -1.46664 -5.17187 -2.57643 0.08
H -3.08597 -4.45381 -2.56479 0.09
H -3.82113 -5.04262 -5.56792 0.09
H -4.16387 -3.68386 -4.55766 0.09
H -3.34556 -3.50560 -6.15690 0.07
H -2.17245 -2.20552 -4.00073 0.13
H -0.71522 -3.00600 -3.35387 0.10
H -1.47659 -2.04388 -6.17491 0.10
H -0.23307 -1.40355 -5.14432 0.11
H 1.15113 -3.43853 -5.27847 0.12
H 0.71533 -2.89946 -6.89021 0.11
H -0.92462 -5.02133 -8.44807 0.08
H -1.13038 -3.33543 -7.96168 0.08
H -2.22369 -4.62956 -7.39201 0.06
H 0.48886 -6.38999 -7.37333 0.08
H 1.28218 -6.02619 -5.82586 0.09
H 1.52761 -4.98931 -7.26709 0.09
H -1.16068 -7.00866 -5.02816 0.10
C 3.50747 0.75619 1.52884 -0.03
C 2.38678 0.13345 0.66735 -0.51
C 1.11775 -0.02184 1.48247 -0.03
C 2.12676 1.09707 -0.50433 -0.12
C 1.57948 0.43948 -1.76963 -0.17
C 2.36873 -0.78431 -2.14533 -0.15
C 2.57372 -1.80518 -1.03993 -0.52
C 1.30820 -2.66427 -0.91880 -0.02
C 3.75393 -2.68278 -1.47384 -0.03
N 2.94657 -1.10447 0.17788 -0.11
O 3.14306 -1.99064 1.26264 -0.01
H 3.41638 1.85124 1.48218 0.08
H 3.23241 0.72818 2.59414 0.08
H 4.53410 0.52119 1.28408 0.08
H 1.13077 -0.89865 2.13314 0.07
H 0.77723 0.85228 2.03745 0.08
H 0.27376 -0.25120 0.80862 0.08
H 1.33944 1.78195 -0.16787 0.12
H 2.99394 1.71636 -0.73688 0.11
H 0.51863 0.17544 -1.63684 0.11
H 1.51956 1.17474 -2.57639 0.09
H 3.35265 -0.46884 -2.51937 0.12
H 1.91702 -1.26904 -3.01752 0.12
H 1.46723 -3.44060 -0.17162 0.07
H 1.04032 -3.13520 -1.86911 0.07
H 0.45228 -2.02519 -0.69141 0.07
H 3.83252 -3.51122 -0.76653 0.08
H 4.70322 -2.14231 -1.44797 0.09
H 3.61177 -2.98571 -2.51134 0.09
H 4.08705 -2.18302 1.25297 0.10
C -3.86610 -1.61633 5.46409 -0.02
C -4.66540 -0.60980 4.59982 -0.52
C -5.45298 -1.43779 3.58876 -0.04
C -5.68702 0.05078 5.53305 -0.15
C -5.11224 1.13710 6.43314 -0.19
C -4.47928 2.21732 5.56540 -0.13
C -3.39402 1.60225 4.65496 -0.51
C -3.09630 2.68535 3.60910 -0.04
C -2.12896 1.28062 5.44737 -0.02
N -3.94979 0.46121 3.92981 -0.09
O -2.97998 -0.07675 3.03331 -0.02
H -4.37803 -2.57533 5.52064 0.09
H -2.96832 -1.91663 4.90330 0.06
H -3.50367 -1.17843 6.38855 0.07
H -5.91806 -0.77636 2.85171 0.09
H -4.81141 -2.17303 3.09841 0.07
H -6.26328 -1.98527 4.07128 0.09
H -6.46512 0.53116 4.92350 0.12
H -6.19749 -0.70085 6.13951 0.12
H -5.95055 1.52446 7.02313 0.11
H -4.44024 0.73176 7.19357 0.10
H -3.94439 2.84516 6.27874 0.13
H -5.21224 2.63409 4.87830 0.12
H -3.24398 3.70234 3.97711 0.07
H -3.80856 2.55953 2.79028 0.09
H -2.08795 2.58285 3.20814 0.07
H -1.43462 0.60955 4.92968 0.08
H -2.34732 0.71802 6.35809 0.07
H -1.54915 2.17567 5.68245 0.08
H -3.36653 0.02769 2.15737 0.10
C -1.18431 5.05702 1.40099 -0.02
C -0.79235 6.46873 1.83872 -0.51
C -0.68069 7.39187 0.66207 -0.05
C -1.83114 7.03262 2.82568 -0.12
C -1.66255 6.65362 4.30146 -0.18
C -0.23530 6.89152 4.74479 -0.15
C 0.78111 6.14005 3.89444 -0.53
C 2.15722 6.66246 4.30123 -0.04
C 0.70993 4.62428 4.15525 -0.01
N 0.52814 6.48256 2.50575 -0.11
O 1.51218 5.93350 1.66213 -0.03
H -2.01977 5.10297 0.69686 0.09
H -0.33789 4.57959 0.92737 0.08
H -1.54378 4.51739 2.27369 0.04
H -0.41872 8.44422 0.77642 0.09
H 0.04917 6.99870 -0.05590 0.08
H -1.62326 7.38154 0.09746 0.09
H -2.14179 8.06297 2.66349 0.12
H -2.75040 6.47607 2.57402 0.12
H -2.33109 7.30738 4.86860 0.11
H -2.01247 5.63814 4.49712 0.09
H -0.09467 6.84173 5.82545 0.12
H -0.08084 7.96184 4.53341 0.13
H 2.23235 7.74886 4.16854 0.09
H 3.00116 6.21040 3.78153 0.08
H 2.31207 6.55328 5.37941 0.09
H -0.32353 4.28882 4.01948 0.05
H 0.90715 4.37691 5.20113 0.09
H 1.32965 4.06815 3.45521 0.08
H 2.04193 6.68355 1.37219 0.11
C -0.84161 -3.40569 1.92055 -0.04
C -1.20298 -4.74963 2.50734 -0.53
C -2.72438 -4.90808 2.43639 -0.02
C -0.52714 -5.81406 1.66754 -0.14
C -0.51592 -7.21328 2.27987 -0.18
C 0.04661 -7.16313 3.69462 -0.13
C -0.64970 -6.10941 4.56597 -0.53
C -1.96179 -6.65173 5.16499 -0.03
C 0.27376 -5.92754 5.78311 -0.04
N -0.72427 -4.85497 3.87233 -0.08
O -1.28930 -3.83708 4.69147 -0.02
H -1.28502 -3.38283 0.92074 0.09
H -1.24078 -2.50492 2.40216 0.08
H 0.23106 -3.19752 1.88409 0.08
H -3.08647 -5.88817 2.74221 0.06
H -3.22385 -4.16656 3.06337 0.07
H -3.11291 -4.77678 1.42057 0.09
H -1.00669 -5.84971 0.68597 0.12
H 0.54130 -5.62301 1.50155 0.12
H -1.54706 -7.60775 2.28265 0.11
H -0.01520 -7.95590 1.65404 0.11
H 1.08229 -6.82177 3.60468 0.12
H -0.03429 -8.09722 4.24684 0.12
H -1.75074 -7.56302 5.71216 0.08
H -2.79518 -6.69273 4.46805 0.06
H -2.32853 -5.86944 5.84239 0.09
H 0.00632 -5.04534 6.36752 0.08
H 1.31305 -5.81546 5.46927 0.08
H 0.21180 -6.77275 6.47021 0.08
H -0.58897 -3.18583 4.80351 0.11
C 8.76446 4.06537 -5.13568 -0.11
O 7.44919 4.14376 -5.62635 -0.19
C 6.60278 3.12834 -5.15529 -0.22
C 6.25378 3.24761 -3.67107 -0.44
C 5.27024 2.16514 -3.32081 -0.08
N 5.58531 4.54375 -3.39511 0.05
H 9.30116 4.97520 -5.40293 0.09
H 9.26165 3.19945 -5.58860 0.09
H 8.81983 4.03564 -4.04079 0.08
H 5.65422 3.17560 -5.69820 0.13
H 7.05208 2.15645 -5.42219 0.13
H 7.13875 3.18649 -3.03858 0.13
H 5.03896 2.10756 -2.25928 0.07
H 5.70880 1.20511 -3.62103 0.08
H 4.32807 2.31952 -3.85090 0.08
H 6.30887 5.25507 -3.34819 0.06
H 4.98086 4.80225 -4.16961 0.06
C 0.17969 1.41780 -7.17046 -0.11
O 0.84778 1.97838 -6.06387 -0.19
C 0.05594 2.92749 -5.39903 -0.23
C 0.93552 3.73505 -4.44661 -0.43
C 0.05602 4.76161 -3.73414 -0.06
N 2.00772 4.37458 -5.19573 0.05
H 0.88311 0.86893 -7.79681 0.09
H -0.27639 2.18151 -7.80827 0.09
H -0.57669 0.70428 -6.81957 0.08
H -0.42766 3.66534 -6.05357 0.13
H -0.72350 2.41843 -4.81189 0.13
H 1.41589 3.08644 -3.70851 0.11
H -0.36009 5.56343 -4.34058 0.08
H 0.61842 5.21910 -2.91363 0.08
H -0.74780 4.21739 -3.22576 0.08
H 2.18233 3.95529 -6.09616 0.06
H 2.06458 5.37650 -5.25154 0.07
```

For the HOMO energy, the calculation gives -8.07 eV. As for the SMILES: CC1(C)CCCC(C)(C)N1O.CC1(C)CCCC(C)(C)N1O.CC1(C)CCCC(C)(C)N1O.CC1(C)CCCC(C)(C)N1O.CC1(C)CCCC(C)(C)N1O.COC[C@H](C)N.COC[C@H](C)N. Its orbital gap is 8.53 eV. The calculation puts the relative energy (zero: lowest compared OMol25 entry of this formula, charge and spin) at 36.3 kcal/mol. As for the LUMO energy: 0.46 eV.